This record from the Open Molecules 2025 dataset describes C4H2HgNaO2 as an isolated structure at a distorted geometry. The level of theory is ωB97M-V/def2-TZVPD.

Its spin multiplicity is 2. The max |F| comes out at 5.19 eV Å⁻¹. The calculation puts the total energy at -619.66685 a.u. The value obtained for the relative energy (zero: lowest compared OMol25 entry of this formula, charge and spin) is 5.7 kcal per mole.

Last column: Löwdin charge in e.
Positions of all 10 atoms, in Å:
C: 0.1216 -1.4288 -1.4018  -0.449
C: 0.4503 -0.1684 -1.5221  -0.089
O: -0.3365 -2.3948 -0.8436  -0.104
Hg: 1.5303 -1.5663 1.5771  0.668
H: 1.4175 0.3112 -1.4878  0.032
C: -0.6901 1.3518 -0.6140  -0.122
C: -0.3559 2.6219 -0.1800  -0.296
O: -0.2027 3.7160 0.1792  0.116
Na: -0.7988 -0.4767 1.1645  0.201
H: -1.6966 1.1408 -1.0122  0.044

***

This record from the Open Molecules 2025 dataset describes one molecule with the formula C6H11N at a distorted geometry. The level of theory is ωB97M-V/def2-TZVPD.

The max |F| comes out at 5.68 eV Å⁻¹. The calculation puts the total energy at -289.81781 a.u. The value obtained for the relative energy (zero: lowest compared OMol25 entry of this formula, charge and spin) is 96.6 kcal per mole. The SMILES is C=CCN/C=C/C.

Last column: Löwdin charge in e.
Positions of all 18 atoms, in Å:
C: -0.4337 -1.0690 -3.1977  -0.003
C: 0.4277 -0.7346 -2.1931  -0.196
C: -0.0614 0.0053 -1.0193  -0.266
N: -0.4107 -0.7978 0.2065  -0.040
C: -0.3909 -0.2287 1.5343  -0.125
C: -0.0022 1.0897 1.6527  -0.212
C: 0.7930 1.6023 2.7842  -0.128
H: -1.2659 -0.4125 -3.6025  0.069
H: -0.3131 -2.0455 -3.8562  0.088
H: 1.1211 -1.4984 -2.1224  0.065
H: 0.8416 0.6862 -0.8398  0.118
H: -0.9520 0.7818 -1.1484  0.148
H: -0.3400 -1.7584 0.0050  0.086
H: -0.5821 -0.8646 2.4125  0.111
H: -0.5257 1.7727 0.9141  0.107
H: 1.6921 2.1334 2.6215  0.060
H: 0.1272 2.0820 3.4256  0.043
H: 1.0771 0.7172 3.3782  0.078

***

This record from the Open Molecules 2025 dataset describes one molecule with the formula C18H12ClN3O3S at a distorted geometry. The level of theory is ωB97M-V/def2-TZVPD.

The max |F| comes out at 1.45 eV Å⁻¹. The calculation puts the total energy at -1941.43770 a.u. The SMILES is O=C(Nc1cc(Sc2ccccn2)cc([N+](=O)[O-])c1)c1ccc(Cl)cc1.

Last column: Löwdin charge in e.
Positions of all 38 atoms, in Å:
O: -1.0506 -1.0530 -0.0628  0.092
C: -1.6451 0.0004 -0.0198  -0.406
N: -1.0471 1.2345 -0.0128  0.140
C: 0.3070 1.5555 -0.0183  -0.188
C: 1.3066 0.5841 0.0343  0.003
C: 2.6414 0.9644 0.0309  -0.474
S: 4.0185 -0.1428 0.1068  1.059
C: 3.4674 -1.8256 0.0595  -0.569
C: 4.4660 -2.7984 0.1296  -0.098
C: 4.0761 -4.1224 0.0916  -0.068
C: 2.7239 -4.4298 -0.0128  -0.062
C: 1.8206 -3.3837 -0.0762  -0.121
N: 2.1874 -2.1140 -0.0419  0.047
C: 2.9957 2.3104 -0.0188  -0.044
C: 1.9899 3.2608 -0.0665  -0.150
N: 2.3390 4.6595 -0.1162  -0.361
O: 1.4299 5.4627 -0.1415  0.079
O: 3.5145 4.9493 -0.1288  0.089
C: 0.6489 2.9042 -0.0680  0.060
C: -3.1371 0.0670 0.0074  -0.136
C: -3.8448 1.0559 0.6860  -0.028
C: -5.2271 1.0453 0.6946  -0.096
C: -5.9091 0.0450 0.0170  -0.670
Cl: -7.6338 0.0420 0.0173  0.687
C: -5.2194 -0.9569 -0.6504  -0.088
C: -3.8389 -0.9453 -0.6429  -0.006
H: -1.6641 2.0341 -0.0532  0.134
H: 1.0449 -0.4618 0.0654  0.067
H: 5.5014 -2.5079 0.2105  0.100
H: 4.8160 -4.9077 0.1432  0.108
H: 2.3863 -5.4532 -0.0433  0.100
H: 0.7540 -3.5408 -0.1563  0.111
H: 4.0300 2.6167 -0.0196  0.112
H: -0.1017 3.6791 -0.1084  0.122
H: -3.3287 1.8227 1.2459  0.116
H: -5.7767 1.8059 1.2264  0.107
H: -5.7609 -1.7358 -1.1633  0.108
H: -3.2803 -1.7205 -1.1447  0.122